[1]
14
Properties=species:S:1:pos:R:3:forces:R:3:lowdin_charge:R:1 method="wB97M-V/def2-TZVPD" e_above_lowest_kj_mol=229.4 total_charge=0 orbital_gap_ha=0.3874 e_lumo_ev=0.93 smiles=C[C@H](N)CO spin_multiplicity=1 e_homo_ha=-0.3533
C -0.3690 1.9274 0.0440 2.2 -0.7 1.5 -0.092
H -1.7294 -0.1271 -0.9233 2.0 -1.8 1.0 0.142
H 0.0058 -2.3674 0.1673 -0.6 0.1 0.0 0.058
H -1.4790 1.9592 -0.1367 1.3 0.3 0.3 0.072
C -0.7059 -0.6477 -0.6021 -0.6 0.3 1.3 -0.156
H 2.0715 -0.6563 0.3020 -1.0 0.7 -0.2 0.051
H -0.1390 -0.9172 -1.4744 0.0 -0.1 -0.6 0.086
N 1.6840 0.2649 0.0096 -0.5 1.8 2.0 -0.025
H 0.2616 2.3873 -0.7566 -0.9 -0.2 0.4 0.067
H 2.1799 0.9495 0.7309 -1.5 -1.7 -2.0 0.102
O -0.8873 -1.9798 0.2100 0.5 2.7 -1.6 -0.130
H 0.0050 2.4266 1.0687 -1.4 -0.7 -2.3 0.105
C 0.1224 0.4202 0.2155 -0.1 -1.2 2.2 -0.420
H -0.1507 0.1295 1.3301 0.6 0.6 -2.0 0.140

[2]
14
Properties=species:S:1:pos:R:3:forces:R:3:lowdin_charge:R:1 method="wB97M-V/def2-TZVPD" e_above_lowest_kj_mol=305.5 total_charge=0 orbital_gap_ha=0.3533 e_lumo_ev=0.89 smiles="C=CO.CN" spin_multiplicity=1 e_homo_ha=-0.3205
C 0.1996 3.4553 -3.6002 2.4 -2.8 0.5 -0.184
H -1.6982 2.7360 -4.1125 -3.8 0.8 -1.6 0.002
H 0.9125 3.0868 -2.7445 -1.2 0.4 -1.5 0.100
C 0.2977 -1.9849 2.4885 3.8 2.0 -1.6 -0.354
H 1.3931 -3.4942 3.5567 -0.4 -0.7 0.3 0.028
N -0.8774 2.4836 -3.7617 4.0 3.5 1.1 -0.019
H -1.2314 -2.7632 3.2231 0.5 2.7 -0.1 0.164
H 0.8618 3.5000 -4.5001 -0.5 0.3 0.5 0.065
O -0.8992 -1.8080 3.0032 -2.5 -4.0 1.8 -0.014
H -0.6150 1.6332 -3.4813 0.2 -3.8 0.9 0.005
H 0.4328 -1.0347 1.8845 0.5 -1.6 -0.1 0.124
C 1.3514 -2.8218 2.7301 -1.0 0.9 -1.2 -0.006
H -0.0259 4.4143 -3.2527 -1.0 1.5 0.1 0.031
H 2.2133 -2.8908 2.0234 -0.9 0.6 0.8 0.058

[3]
14
Properties=species:S:1:pos:R:3:forces:R:3:lowdin_charge:R:1 method="wB97M-V/def2-TZVPD" e_above_lowest_kj_mol=227.1 total_charge=0 orbital_gap_ha=0.3499 e_lumo_ev=0.35 smiles="C=O.CCN" spin_multiplicity=1 e_homo_ha=-0.3373
H 0.8004 -0.0429 0.5337 -1.6 -0.5 2.2 0.122
C 1.7216 0.5495 -2.6381 -3.9 -1.6 1.5 -0.081
N -0.3855 -1.6827 1.3146 0.9 1.3 -0.5 -0.023
C -0.0881 -0.2157 1.3339 1.6 -0.1 -1.5 -0.340
H 2.6854 0.0922 -2.7858 0.3 -1.1 -0.5 0.070
H 0.2798 0.0559 2.3479 -0.3 -0.2 -0.7 0.095
H -0.7938 -1.9187 0.4305 0.0 -0.1 -0.6 0.047
H -1.0591 -1.9728 1.9834 -0.6 0.1 0.9 0.038
H 1.7993 1.5917 -2.4338 -0.1 1.4 -0.1 0.060
C -1.1912 0.7223 0.8069 0.1 0.2 -2.4 -0.144
H -1.1681 0.6442 -0.3367 0.2 0.0 1.3 0.065
H -2.2134 0.3596 0.9780 0.2 0.5 0.8 0.058
H -0.9976 1.8294 0.9516 -0.5 -1.3 0.4 0.079
O 0.6102 -0.0121 -2.4862 3.7 1.3 -0.9 -0.047

[4]
14
Properties=species:S:1:pos:R:3:forces:R:3:lowdin_charge:R:1 method="wB97M-V/def2-TZVPD" e_above_lowest_kj_mol=357.3 total_charge=0 orbital_gap_ha=0.3219 e_lumo_ev=0.54 smiles="C=CCN.O" spin_multiplicity=1 e_homo_ha=-0.3022
C 1.4821 1.4992 -0.3497 0.2 -0.3 -1.3 -0.290
H -4.2245 -4.4184 -2.0955 -0.2 0.2 -0.2 0.029
N 0.1356 2.1728 -0.2912 -0.3 -0.9 -0.4 -0.020
H 0.8233 -0.3199 0.5821 -1.3 0.9 0.9 0.100
H -5.4013 -3.6293 -1.4226 0.0 0.0 -0.4 0.028
C 2.2439 0.5405 1.9277 -0.4 -0.3 -0.6 -0.001
O -4.6320 -4.1770 -1.2618 0.2 -0.2 0.5 -0.058
H 2.2274 2.2917 -0.3937 0.2 -0.2 0.7 0.100
H 3.3249 0.4412 1.9030 0.2 2.0 0.1 0.054
C 1.5125 0.5073 0.7776 0.6 0.0 0.1 -0.188
H 1.7581 0.5149 2.8985 0.1 -1.7 0.0 0.046
H 1.5310 1.0268 -1.3387 0.2 -0.3 0.1 0.095
H -0.4989 1.5930 0.2618 0.4 0.2 0.6 0.051
H -0.2821 1.9572 -1.1974 0.1 0.6 -0.2 0.055